# 1
Formula: C51H47BF5N6O2P2S2SiTeV
Source: the OMol25 dataset
Level of theory: ωB97M-V with the def2-TZVPD basis set

Structure (XYZ):
```
119
C51H47BF5N6O2P2S2SiTeV ωB97M-V with the def2-TZVPD basis set
V 0.809 -0.008 -0.521
F -3.026 -4.500 3.321
C -3.176 -3.494 2.447
C -2.094 -2.723 2.053
F -0.869 -2.991 2.521
C -2.286 -1.689 1.148
F -1.161 -0.978 0.824
C -3.494 -1.367 0.550
S -3.686 -0.156 -0.694
C -4.561 -2.167 0.991
F -5.800 -1.971 0.501
C -4.424 -3.194 1.906
F -5.494 -3.921 2.272
N 7.560 -2.224 3.202
C 6.293 -1.750 2.934
C 6.038 -1.042 1.756
C 4.757 -0.629 1.460
C 3.720 -0.919 2.342
C 3.959 -1.613 3.522
C 5.244 -2.017 3.818
S 2.105 -0.497 1.910
O 2.116 0.777 1.151
O 1.254 -0.637 3.046
N 1.612 -1.384 0.643
C 1.802 -2.728 0.480
N 2.453 -3.399 1.424
C 2.604 -4.696 1.186
C 2.118 -5.309 0.042
C 1.460 -4.494 -0.871
N 1.293 -3.198 -0.667
H 8.323 -1.789 2.711
H 7.766 -2.450 4.161
H 6.843 -0.823 1.068
H 4.568 -0.096 0.538
H 3.138 -1.825 4.189
H 5.441 -2.557 4.735
H 3.137 -5.262 1.942
H 2.241 -6.366 -0.129
H 1.050 -4.888 -1.793
Te -0.471 5.285 -0.048
C 0.970 6.392 1.022
C 2.290 5.963 1.105
C 3.192 6.715 1.835
N 2.888 7.842 2.472
C 1.628 8.249 2.377
C 0.642 7.573 1.674
C 0.183 3.392 0.400
P -0.620 2.296 1.550
C 0.438 2.331 3.057
C 1.667 2.968 3.089
C 2.444 2.954 4.237
C 1.992 2.301 5.371
C 0.759 1.658 5.348
C -0.004 1.671 4.198
C -2.013 3.237 2.266
C -1.797 4.369 3.055
C -2.863 5.089 3.556
C -4.165 4.688 3.275
C -4.388 3.568 2.495
C -3.315 2.842 1.991
P 0.701 2.537 -0.977
C -0.338 2.797 -2.451
C 0.152 2.762 -3.751
C -0.718 2.848 -4.826
C -2.086 2.951 -4.609
C -2.580 2.961 -3.314
C -1.711 2.885 -2.239
C 2.304 3.276 -1.452
C 3.486 2.823 -0.872
C 4.681 3.485 -1.093
C 4.713 4.620 -1.892
C 3.543 5.085 -2.464
C 2.346 4.419 -2.247
H 2.607 5.054 0.611
H 4.224 6.392 1.909
H 1.381 9.166 2.901
H -0.366 7.965 1.658
H 2.011 3.469 2.193
H 3.400 3.459 4.245
H 2.594 2.290 6.270
H 0.400 1.138 6.225
H -0.957 1.153 4.183
H -0.784 4.685 3.280
H -2.683 5.964 4.165
H -5.001 5.249 3.671
H -5.397 3.246 2.275
H -3.492 1.967 1.378
H 1.213 2.646 -3.931
H -0.328 2.822 -5.835
H -2.766 3.008 -5.448
H -3.645 3.010 -3.132
H -2.109 2.844 -1.230
H 3.476 1.957 -0.229
H 5.588 3.109 -0.641
H 5.647 5.139 -2.064
H 3.555 5.973 -3.082
H 1.434 4.806 -2.689
B 4.874 -0.692 -2.451
C 3.396 -0.298 -2.091
N 2.317 -0.039 -1.761
H 4.927 -0.880 -3.641
H 5.077 -1.708 -1.817
H 5.573 0.224 -2.077
C -1.716 -3.197 -1.849
Si -0.879 -1.865 -2.843
C -2.136 -1.239 -4.086
C 0.631 -2.422 -3.796
C -0.480 -0.241 -1.915
H -1.878 -4.063 -2.489
H -2.688 -2.813 -1.542
H -1.176 -3.524 -0.963
H -2.516 -2.058 -4.698
H -1.708 -0.487 -4.748
H -2.973 -0.789 -3.555
H 0.458 -3.383 -4.278
H 1.523 -2.507 -3.173
H 0.839 -1.693 -4.579
H -1.403 0.079 -1.383
H -0.325 0.409 -2.783
```

## Properties
Multiplicity = 2
Frontier orbital gap (alpha / beta) = 5.3299 / 5.9560 eV
E = -5955.466747 a.u.
HOMO (alpha / beta) = -0.1722 / -0.1723 Eh
Maximum force = 1.0 eV/A
LUMO (alpha / beta) = 0.024 / 0.047 Eh
Total charge = -1

# 2
Formula: C51H47ClFIN14O7Rb
Source: the OMol25 dataset
Level of theory: ωB97M-V with the def2-TZVPD basis set

Structure (XYZ):
```
123
C51H47ClFIN14O7Rb ωB97M-V with the def2-TZVPD basis set
Rb -0.456 -0.753 -1.858
C -2.845 4.505 -1.176
C -1.465 4.819 -0.607
C -0.878 3.723 0.236
C 0.350 3.928 0.862
C 0.827 2.946 1.708
C 0.088 1.786 1.868
C -1.087 1.653 1.144
N -1.574 2.614 0.381
N -2.934 3.423 -2.144
C -1.866 3.490 -3.135
C -1.988 2.562 -4.308
C -2.224 3.071 -5.586
C -2.276 2.205 -6.665
C -2.041 0.859 -6.441
C -1.782 0.449 -5.139
N -1.778 1.270 -4.107
C -4.274 3.415 -2.703
C -4.724 2.056 -3.167
C -4.951 1.793 -4.513
C -5.376 0.532 -4.893
C -5.603 -0.415 -3.910
C -5.397 -0.040 -2.591
N -4.983 1.158 -2.224
H -3.225 5.451 -1.627
H -3.501 4.228 -0.344
H -1.572 5.707 0.026
H -0.757 5.054 -1.399
H 0.912 4.831 0.675
H 1.770 3.078 2.226
H 0.420 1.002 2.533
H -1.672 0.748 1.190
H -0.943 3.203 -2.620
H -1.773 4.518 -3.542
H -2.378 4.131 -5.738
H -2.478 2.572 -7.665
H -2.045 0.145 -7.251
H -1.528 -0.579 -4.924
H -4.384 4.138 -3.536
H -4.964 3.713 -1.906
H -4.804 2.568 -5.250
H -5.528 0.298 -5.938
H -5.937 -1.412 -4.151
H -5.593 -0.741 -1.790
F 3.246 -3.383 2.714
C 3.583 -2.141 2.274
C 2.867 -1.520 1.272
C 3.213 -0.242 0.852
C 2.271 0.517 -0.032
O 1.136 0.119 -0.173
C 2.833 1.754 -0.546
C 4.031 2.172 -0.115
N 4.777 1.575 0.883
C 5.946 2.215 1.388
C 6.015 3.706 1.451
C 5.884 2.926 2.721
C 4.364 0.375 1.385
C 5.036 -0.246 2.443
C 4.632 -1.486 2.913
N 5.298 -1.984 4.078
C 4.672 -2.941 4.974
C 5.289 -2.653 6.374
N 6.078 -1.420 6.184
C 7.286 -1.703 5.387
C 6.729 -2.219 4.029
C 2.051 2.777 -1.490
O 2.650 3.847 -1.640
O 0.957 2.419 -1.907
H 2.040 -2.018 0.787
H 4.444 3.076 -0.539
H 6.865 1.679 1.151
H 5.161 4.274 1.119
H 6.964 4.170 1.231
H 4.928 2.952 3.221
H 6.735 2.874 3.388
H 5.873 0.253 2.908
H 4.847 -3.982 4.683
H 3.594 -2.782 4.984
H 5.938 -3.460 6.711
H 4.515 -2.488 7.121
H 6.246 -0.874 7.024
H 5.482 -0.977 5.383
H 7.914 -2.440 5.886
H 7.854 -0.780 5.252
H 6.959 -3.282 3.894
H 7.163 -1.671 3.195
Cl -3.936 -7.624 -2.347
C -3.163 -6.131 -1.856
C -2.458 -6.115 -0.671
C -1.886 -4.939 -0.258
I -0.750 -4.872 1.524
C -1.982 -3.691 -0.921
O -1.522 -2.639 -0.455
C -2.684 -3.773 -2.205
N -2.750 -2.651 -2.920
C -3.307 -2.676 -4.104
C -3.883 -3.820 -4.666
C -3.877 -4.979 -3.939
C -3.257 -4.996 -2.672
H -2.360 -7.017 -0.083
H -3.320 -1.739 -4.642
H -4.327 -3.775 -5.651
H -4.333 -5.883 -4.321
N -5.844 0.084 2.019
C -4.954 0.470 1.071
N -3.758 0.132 1.447
C -3.926 -0.468 2.648
N -5.194 -0.513 3.030
C -2.790 -1.003 3.380
C -2.845 -1.350 4.734
N -1.778 -1.798 5.376
C -0.669 -1.954 4.665
C -0.611 -1.621 3.316
N -1.656 -1.120 2.694
H -6.849 0.164 2.035
H -5.187 0.965 0.147
H -3.757 -1.247 5.308
H 0.187 -2.342 5.203
H 0.286 -1.735 2.728
O 0.513 -1.866 -4.028
N 0.990 -2.507 -3.102
O 1.792 -1.979 -2.344
O 0.696 -3.682 -2.956
```

## Properties
Frontier orbital gap = 3.1749 eV
E = -4146.613055 a.u.
HOMO = -0.1194 Eh
Maximum force = 2.5 eV/A
LUMO = -0.003 Eh
Total charge = -1
ΔE to the lowest compared entry with this formula, charge and spin = 454.7 kJ/mol

# 3
Formula: C51H48BN4O4P2V
Source: the OMol25 dataset
Level of theory: ωB97M-V with the def2-TZVPD basis set

Structure (XYZ):
```
111
C51H48BN4O4P2V ωB97M-V with the def2-TZVPD basis set
V -0.135 -0.989 -0.793
O 0.504 0.094 -2.297
C 0.000 0.068 -3.518
C 0.891 0.107 -4.600
C 0.416 0.100 -5.886
C -0.954 -0.016 -6.166
C -1.883 -0.025 -5.112
C -1.411 -0.023 -3.796
C -2.375 -0.112 -2.705
N -2.042 -0.299 -1.440
C -3.198 -0.295 -0.701
C -4.270 -0.150 -1.521
N -3.721 0.001 -2.771
H 1.930 0.132 -4.343
H 1.113 0.138 -6.722
H -1.296 0.008 -7.187
H -2.965 -0.157 -5.323
H -3.145 -0.425 0.364
H -5.326 -0.060 -1.278
H -4.218 0.191 -3.628
C -1.816 -4.699 -6.316
O -2.647 -5.222 -5.304
C -2.427 -4.701 -4.057
C -3.275 -5.181 -3.050
C -3.193 -4.674 -1.802
C -2.230 -3.714 -1.456
C -2.105 -3.193 -0.127
C -2.942 -3.826 0.936
O -1.248 -2.331 0.248
C -1.277 -3.311 -2.399
O -0.335 -2.486 -2.081
C -1.434 -3.787 -3.743
H -2.166 -5.108 -7.271
H -0.776 -5.036 -6.151
H -1.777 -3.610 -6.327
H -4.045 -5.882 -3.407
H -3.872 -5.045 -1.056
H -2.413 -4.731 1.230
H -3.946 -4.027 0.556
H -2.952 -3.144 1.767
H -0.757 -3.443 -4.502
C 0.132 1.924 2.544
N 1.557 2.119 2.416
C 2.381 1.317 1.519
P 1.568 1.063 -0.143
C 0.756 2.754 -0.337
C 1.380 3.884 0.227
C 0.797 5.140 0.195
C -0.467 5.292 -0.351
C -1.072 4.183 -0.932
C -0.494 2.938 -0.926
C 3.008 1.171 -1.279
C 3.542 -0.019 -1.784
C 4.585 -0.004 -2.696
C 5.083 1.243 -3.149
C 4.562 2.417 -2.639
C 3.490 2.379 -1.759
C 2.139 3.126 3.210
C 3.542 3.210 3.369
C 4.109 4.157 4.196
C 3.266 5.091 4.821
C 1.877 5.031 4.661
C 1.311 4.024 3.877
P -0.411 0.181 2.140
C -2.158 0.311 2.794
C -2.770 -0.558 3.691
C -4.121 -0.471 3.962
C -4.925 0.485 3.351
C -4.311 1.355 2.458
C -2.967 1.264 2.175
C 0.488 -0.798 3.372
C 0.965 -0.228 4.558
C 1.599 -1.051 5.466
C 1.749 -2.411 5.202
C 1.275 -2.971 4.046
C 0.586 -2.151 3.132
H -0.466 2.623 1.966
H -0.177 2.097 3.583
H 2.649 0.319 1.907
H 3.320 1.849 1.292
H 2.372 3.845 0.617
H 1.310 5.956 0.673
H -0.913 6.275 -0.386
H -2.034 4.275 -1.474
H -0.982 2.103 -1.380
H 3.083 -0.936 -1.468
H 5.024 -0.899 -3.080
H 5.883 1.309 -3.901
H 4.966 3.361 -2.934
H 3.096 3.307 -1.392
H 4.194 2.539 2.867
H 5.140 4.185 4.427
H 3.679 5.859 5.477
H 1.198 5.782 5.100
H 0.248 4.017 3.700
H -2.101 -1.266 4.174
H -4.522 -1.157 4.683
H -5.983 0.565 3.533
H -4.923 2.082 1.968
H -2.470 1.943 1.491
H 0.879 0.840 4.736
H 1.989 -0.600 6.353
H 2.287 -3.024 5.896
H 1.413 -4.047 3.882
H 0.136 -2.518 2.247
B 3.616 -3.130 1.645
C 2.489 -2.511 0.699
N 1.707 -1.959 0.014
H 3.756 -2.317 2.525
H 4.551 -3.086 0.889
H 3.252 -4.217 2.014
```

## Properties
Multiplicity = 3
Frontier orbital gap (alpha / beta) = 7.5016 / 7.5209 eV
E = -4143.866202 a.u.
HOMO (alpha / beta) = -0.2807 / -0.2813 Eh
Maximum force = 2.2 eV/A
LUMO (alpha / beta) = -0.005 / -0.005 Eh
ΔE to the lowest compared entry with this formula, charge and spin = 0.0 kJ/mol

# 4
Formula: C51H48InN4O6PS2Sb
Source: the OMol25 dataset
Level of theory: ωB97M-V with the def2-TZVPD basis set

Structure (XYZ):
```
114
C51H48InN4O6PS2Sb ωB97M-V with the def2-TZVPD basis set
In 1.097 0.703 0.018
C -6.608 -6.641 9.042
O -6.034 -7.022 7.740
C -5.143 -6.204 7.183
C -4.709 -4.964 7.692
C -3.861 -4.225 6.905
C -3.655 -4.456 5.538
C -4.029 -5.748 5.083
C -4.846 -6.538 5.842
C -2.878 -3.604 4.681
N -2.741 -3.878 3.360
C -1.995 -2.814 2.885
C -1.710 -1.925 3.879
N -2.383 -2.361 5.026
C -0.910 -0.806 3.685
C -0.565 0.146 4.658
C 0.331 1.171 4.432
C 0.879 1.226 3.167
N 0.544 0.364 2.176
C -0.343 -0.637 2.415
C -0.663 -1.526 1.319
N -0.098 -1.350 0.067
C -0.546 -2.076 -0.935
C -1.536 -3.085 -0.806
C -2.026 -3.387 0.457
C -1.570 -2.593 1.547
H -7.325 -7.453 9.249
H -7.200 -5.696 8.909
H -5.794 -6.460 9.779
H -4.952 -4.640 8.688
H -3.418 -3.378 7.457
H -3.542 -6.021 4.165
H -5.296 -7.386 5.441
H -2.331 -1.964 5.983
H -1.053 -0.026 5.635
H 0.458 1.961 5.120
H 1.487 2.079 2.802
H -0.117 -1.932 -1.914
H -1.821 -3.592 -1.693
H -2.854 -4.104 0.614
C 6.584 -1.000 -0.871
C 6.103 -0.484 -2.191
C 7.091 0.388 -2.932
O 4.858 0.335 -2.113
P 4.320 1.091 -0.837
S 2.887 2.301 -1.541
S 3.590 -0.185 0.615
O 5.496 2.009 -0.199
C 5.518 2.997 0.923
C 5.259 2.359 2.258
C 4.724 4.216 0.549
H 7.479 -1.606 -0.994
H 5.830 -1.571 -0.322
H 6.825 -0.119 -0.293
H 5.754 -1.338 -2.803
H 7.502 1.168 -2.252
H 6.661 0.885 -3.786
H 7.910 -0.239 -3.254
H 6.586 3.330 0.958
H 4.229 1.918 2.279
H 5.418 3.084 3.032
H 5.942 1.513 2.443
H 3.641 3.927 0.655
H 4.800 4.501 -0.517
H 4.930 5.067 1.176
O -0.773 4.108 2.880
C -1.836 4.156 2.076
C -2.881 4.909 2.545
C -4.050 5.019 1.844
C -4.103 4.460 0.549
C -3.078 3.643 0.022
C -1.896 3.480 0.834
C -0.757 2.633 0.399
O 0.403 2.819 0.912
O -0.923 1.662 -0.456
H -0.069 3.682 2.312
H -2.780 5.439 3.456
H -4.906 5.517 2.217
H -4.990 4.580 -0.042
H -3.192 3.078 -0.911
C -4.001 -0.702 -4.166
C -3.726 0.466 -3.493
C -2.350 0.802 -3.334
C -1.360 -0.054 -3.780
C -1.650 -1.214 -4.438
C -2.992 -1.558 -4.639
Sb 0.604 0.766 -3.599
C 1.598 -0.376 -5.208
C 1.020 -0.525 -6.508
C 1.715 -1.315 -7.444
C 2.978 -1.874 -7.195
C 3.550 -1.747 -5.923
C 2.828 -0.994 -4.955
C 0.351 2.703 -4.494
C 0.939 2.936 -5.745
C 0.596 4.075 -6.473
C -0.260 5.015 -5.893
C -0.808 4.788 -4.640
C -0.400 3.651 -3.847
H -5.027 -1.054 -4.179
H -4.518 1.131 -3.227
H -2.127 1.771 -2.864
H -0.868 -1.895 -4.770
H -3.231 -2.508 -5.122
H 0.098 -0.045 -6.776
H 1.324 -1.434 -8.478
H 3.445 -2.431 -8.014
H 4.556 -2.040 -5.682
H 3.235 -0.694 -3.976
H 1.618 2.169 -6.174
H 1.172 4.330 -7.373
H -0.467 5.902 -6.505
H -1.421 5.560 -4.141
H -0.772 3.506 -2.861
```

## Properties
Frontier orbital gap = 6.3871 eV
E = -4210.745013 a.u.
HOMO = -0.3555 Eh
Maximum force = 3.1 eV/A
LUMO = -0.121 Eh
Total charge = +1

The highest E belongs to which entry? C51H48BN4O4P2V

Which of these has the highest E? C51H48BN4O4P2V